Molecular formula: C4H8O2
Method: DFT, wB97M-V/def2-TZVPD

```
! wB97M-V def2-TZVPD RIJCOSX def2/J DEFGRID3
* xyz 0 1
C 1.2450 -1.1293 -0.1288
C 0.6460 0.1644 0.3282
O 1.5973 1.4064 0.0169
C -0.6484 0.6569 -0.0210
O -0.7749 1.8610 -0.3270
C -1.8575 -0.2483 0.0191
H 0.5340 -1.9371 0.0811
H 2.1727 -1.3758 0.3976
H 1.4468 -1.1332 -1.2080
H 1.3486 1.0898 1.0469
H 0.8271 2.0266 -0.2528
H -2.2498 -0.3632 -0.9974
H -2.6434 0.2216 0.6182
H -1.6436 -1.2398 0.4273
*
```

Calculated values
HOMO = -8.55 eV

Molecular formula: C4H8O2
Method: DFT, wB97M-V/def2-TZVPD

```
! wB97M-V def2-TZVPD RIJCOSX def2/J DEFGRID3
* xyz 0 1
C 1.2509 0.9926 -0.2607
C 0.3363 -0.1191 0.2312
C -1.1431 0.2517 0.1560
O -1.8299 -0.5611 1.0888
C 0.5837 -1.4229 -0.4988
O 1.5446 -1.6359 -1.2013
H 2.2967 0.6856 -0.1965
H 1.1093 1.8979 0.3391
H 1.0444 1.2356 -1.3092
H 0.5193 -0.3235 1.2985
H -1.2618 1.3205 0.3894
H -1.5286 0.0956 -0.8663
H -2.7248 -0.2178 1.1843
H -0.1970 -2.1995 -0.3545
*
```

Calculated values
HOMO = -9.71 eV

Molecular formula: C4H8O2
Method: DFT, wB97M-V/def2-TZVPD

```
! wB97M-V def2-TZVPD RIJCOSX def2/J DEFGRID3
* xyz 0 1
O 1.7405 -1.3954 -0.6334
C 1.4988 -0.2846 -1.0456
C 0.3202 1.0497 0.9608
C -0.9445 1.3952 0.2355
C -0.7053 0.3147 1.2391
O -0.9265 -2.0971 0.0246
H 0.0227 -2.0302 -0.1818
H 0.5329 -0.0235 -1.5140
H 2.2520 0.5228 -1.0302
H 1.3324 1.3291 1.1904
H -1.0609 1.1428 -0.8249
H -1.5240 2.2749 0.5189
H -1.1633 -0.4733 1.8034
H -1.3750 -1.7252 -0.7427
*
```

Calculated values
HOMO = -9.50 eV

Molecular formula: C4H8O2
Method: DFT, wB97M-V/def2-TZVPD

```
! wB97M-V def2-TZVPD RIJCOSX def2/J DEFGRID3
* xyz 0 1
O -1.9769 -0.5822 1.3605
C -1.4584 -0.3315 -0.4058
C -0.1297 -0.0046 -0.0695
C 1.2179 -0.5423 -0.5227
C 1.6786 0.8813 -0.1724
O 0.3253 1.3564 -0.0988
H -2.3527 0.2581 1.6795
H -1.6889 -1.3410 -0.7325
H -2.1768 0.4349 -0.6896
H -0.7810 -0.3730 1.1862
H 1.6615 -1.3671 0.0401
H 1.2790 -0.7530 -1.5964
H 2.2667 1.4277 -0.9165
H 2.1707 0.9434 0.8078
*
```

Calculated values
HOMO = -7.62 eV

Molecular formula: C4H8O2
Method: DFT, wB97M-V/def2-TZVPD

```
! wB97M-V def2-TZVPD RIJCOSX def2/J DEFGRID3
* xyz 0 1
O -1.6725 2.0988 0.1764
C -0.6477 1.2939 -0.3848
C -0.9622 -0.1737 -0.3055
C 2.1487 -1.1983 -0.4884
C -0.3680 -1.0157 0.5413
O 0.5725 -0.5922 1.4463
H -1.7751 1.8149 1.0938
H 0.3209 1.4917 0.0951
H -0.5735 1.6086 -1.4307
H -1.7591 -0.5610 -0.9351
H 2.4698 -0.1343 -0.4608
H 1.6288 -1.2689 -1.4659
H -0.6253 -2.0738 0.5867
H 1.2427 -1.2900 1.5314
*
```

Calculated values
HOMO (alpha / beta) = -9.30 / -9.30 eV

Molecular formula: C4H8O2
Method: DFT, wB97M-V/def2-TZVPD

```
! wB97M-V def2-TZVPD RIJCOSX def2/J DEFGRID3
* xyz 0 1
C -2.1163 0.0326 -0.0418
C -0.7867 0.5853 0.4670
C 0.3873 -0.1402 -0.1604
O 1.5973 0.4421 0.3558
C 2.6806 -0.3365 0.3389
O 2.7354 -1.4661 -0.0730
H -2.2078 -1.0388 0.1706
H -2.9607 0.5394 0.4351
H -2.2151 0.1661 -1.1252
H -0.7206 0.4790 1.5563
H -0.7083 1.6561 0.2462
H 0.3767 -1.2086 0.0729
H 0.3921 -0.0327 -1.2517
H 3.5299 0.2151 0.7684
*
```

Calculated values
HOMO = -10.71 eV

Molecular formula: C4H8O2
Method: DFT, wB97M-V/def2-TZVPD

```
! wB97M-V def2-TZVPD RIJCOSX def2/J DEFGRID3
* xyz 0 1
C -1.7388 -0.3172 -0.3901
C -0.3208 0.2353 -0.3585
O -0.3679 1.4363 0.4204
C 0.7112 -0.7401 0.2500
C 1.9580 0.0441 0.5903
O 2.9936 0.0030 -0.0343
H -2.4040 0.4511 -0.7937
H -1.8421 -1.2235 -0.9969
H -2.0733 -0.5355 0.6304
H 0.0161 0.4692 -1.3769
H -0.0110 2.1683 -0.0966
H 0.9671 -1.5470 -0.4465
H 0.2847 -1.1817 1.1611
H 1.8272 0.7378 1.4412
*
```

Calculated values
HOMO = -9.69 eV

Molecular formula: C4H8O2
Method: DFT, wB97M-V/def2-TZVPD

```
! wB97M-V def2-TZVPD RIJCOSX def2/J DEFGRID3
* xyz 0 1
C -2.3445 -0.0914 0.4231
O -1.1821 -0.5553 0.0699
C -0.0234 -0.0056 0.3103
C 1.1575 -0.7003 -0.2099
C 2.4906 -0.1085 -0.0835
O 2.1136 -1.1949 0.7437
H -3.1856 -0.6847 0.0968
H -2.4026 0.6330 1.2289
H -1.6986 1.5954 -0.7374
H 0.0439 0.7172 1.1199
H -0.9307 1.6366 -0.7876
H 0.9621 -1.3797 -1.0400
H 2.5993 0.8523 0.4228
H 3.2531 -0.3214 -0.8331
*
```

Calculated values
HOMO (alpha / beta) = -7.68 / -7.59 eV

Molecular formula: C4H8O2
Method: DFT, wB97M-V/def2-TZVPD

```
! wB97M-V def2-TZVPD RIJCOSX def2/J DEFGRID3
* xyz 0 1
O 0.0698 -1.4334 -1.3817
C -0.4318 -0.8905 -0.1710
C 0.6568 -0.4377 0.8141
C 0.7501 1.0606 0.5270
O -0.5949 1.4506 0.3313
C -1.2035 0.4251 -0.4343
H 0.7647 -0.8512 -1.7170
H -1.0617 -1.6825 0.2409
H 1.5852 -0.9983 0.6741
H 0.3195 -0.5717 1.8465
H 1.3446 1.2652 -0.3807
H 1.1655 1.6533 1.3462
H -2.2670 0.4037 -0.1819
H -1.0972 0.6068 -1.5133
*
```

Calculated values
HOMO = -10.00 eV

Molecular formula: C4H8O2
Method: DFT, wB97M-V/def2-TZVPD

```
! wB97M-V def2-TZVPD RIJCOSX def2/J DEFGRID3
* xyz 0 1
O -1.6542 1.7237 0.7452
C -1.1942 0.4571 0.6174
C 0.0326 0.0460 0.9477
C 0.6660 -1.2222 0.4382
C 1.3899 -0.5887 -0.7260
O 1.0231 -0.6360 -1.8775
H -0.8937 2.3135 0.8478
H -1.1822 0.6767 -1.5459
H -1.9612 -0.2052 0.2251
H 0.7139 0.7644 1.4014
H -0.0521 -1.9675 0.0809
H 1.3516 -1.6761 1.1633
H 2.2252 0.0795 -0.4269
H -0.6388 0.3270 -1.9129
*
```

Calculated values
HOMO = -8.99 eV

Molecular formula: C4H8O2
Method: DFT, wB97M-V/def2-TZVPD

```
! wB97M-V def2-TZVPD RIJCOSX def2/J DEFGRID3
* xyz 0 1
C -1.3733 -0.7515 -0.0571
C -0.0855 -0.0874 0.4010
O -0.1715 0.0903 1.8006
C 0.2453 1.1793 -0.4059
O 1.2820 0.6054 -1.2615
C 1.2220 -0.7564 -0.0211
H -1.3720 -0.8602 -1.1484
H -2.2371 -0.1434 0.2375
H -1.4692 -1.7419 0.4004
H 0.7404 0.2277 2.0990
H 0.6490 1.9831 0.2223
H -0.5496 1.5657 -1.0496
H 2.0287 0.3344 -0.5651
H 1.0906 -1.6449 -0.6521
*
```

Calculated values
HOMO = -8.92 eV

Molecular formula: C4H8O2
Method: DFT, wB97M-V/def2-TZVPD

```
! wB97M-V def2-TZVPD RIJCOSX def2/J DEFGRID3
* xyz 0 1
C -1.0388 1.7777 -0.9418
O 0.3408 1.4878 -1.0170
C 1.2900 -1.2581 0.3096
C 0.5211 -0.6392 1.4490
O -0.6674 -1.3533 0.9692
C 0.1447 -1.8648 -0.0185
H -1.5213 1.2885 -0.0821
H -1.1291 2.8606 -0.8213
H -1.5776 1.4918 -1.8577
H 2.3055 -1.2143 -0.0544
H 0.3639 0.4417 1.4120
H 0.7718 -0.9794 2.4573
H 0.4399 0.5260 -1.0535
H -0.2437 -2.5652 -0.7509
*
```

Calculated values
HOMO = -9.27 eV

Molecular formula: C4H8O2
Method: DFT, wB97M-V/def2-TZVPD

```
! wB97M-V def2-TZVPD RIJCOSX def2/J DEFGRID3
* xyz 0 1
O -1.7391 0.9697 -0.1932
C -1.4535 -0.4340 0.0064
C 0.0431 -0.7490 0.4292
C 1.1310 -0.5023 -0.6594
C 1.1998 0.8564 0.0657
O 0.3698 0.4364 1.1467
H -1.8764 1.4762 0.6311
H -2.1046 -0.7784 0.8200
H -1.7027 -0.8200 -0.9898
H 0.3497 -1.6343 1.0513
H 2.0935 -1.0531 -0.6364
H 0.7690 -0.5358 -1.6944
H 0.7839 1.6760 -0.5337
H 2.1365 1.0922 0.5566
*
```

Calculated values
HOMO = -9.47 eV

Molecular formula: C4H8O2
Method: DFT, wB97M-V/def2-TZVPD

```
! wB97M-V def2-TZVPD RIJCOSX def2/J DEFGRID3
* xyz 0 1
C 1.7433 0.3038 -0.1888
C 0.7740 -0.7108 0.3815
O 0.2484 -0.2791 1.6654
C -0.6822 -0.7348 0.0788
C -1.2714 0.4384 -0.5811
O -2.6569 0.5830 -0.3768
H 1.3405 1.3183 -0.1462
H 1.9552 0.0542 -1.2352
H 2.6929 0.2892 0.3557
H 1.2453 -1.6976 0.4643
H -0.5493 -0.8816 1.7383
H -1.0419 0.2020 -1.6453
H -0.8103 1.4100 -0.3693
H -2.9878 -0.2949 -0.1414
*
```

Calculated values
HOMO = -9.00 eV

Molecular formula: C4H8O2
Method: DFT, wB97M-V/def2-TZVPD

```
! wB97M-V def2-TZVPD RIJCOSX def2/J DEFGRID3
* xyz 0 1
C -1.8444 -0.5641 -0.4126
O -0.5518 -1.1134 -0.3710
C 0.5690 -0.2696 -0.3993
C 0.5387 1.2337 -0.0353
O 1.5295 1.0413 0.9814
C 1.4501 -0.3832 0.8496
H -2.0458 0.1127 0.4299
H -2.0537 -0.0363 -1.3543
H -2.5226 -1.4181 -0.3316
H 1.1124 -0.4403 -1.3370
H -0.4034 1.6205 0.3729
H 0.8972 1.9167 -0.8150
H 0.8922 -0.8453 1.6749
H 2.4327 -0.8544 0.7475
*
```

Calculated values
HOMO = -9.63 eV

Molecular formula: C4H8O2
Method: DFT, wB97M-V/def2-TZVPD

```
! wB97M-V def2-TZVPD RIJCOSX def2/J DEFGRID3
* xyz 0 1
C -1.1571 1.0319 -1.4761
C -0.7720 -0.2725 0.4589
O -1.0703 -1.4317 1.1582
C 0.5446 0.1316 0.1945
O 0.6908 1.0398 -0.6744
C 1.7465 -0.4417 0.8855
H -0.8750 2.0483 -1.7298
H -2.1949 0.9565 -1.1649
H -0.8657 0.2906 -2.2101
H -1.4157 0.5436 0.7783
H -0.8021 -2.1844 0.6193
H 2.3310 0.3819 1.3072
H 2.3925 -0.9647 0.1720
H 1.4473 -1.1292 1.6814
*
```

Calculated values
HOMO (alpha / beta) = -7.58 / -7.58 eV

Molecular formula: C4H8O2
Method: DFT, wB97M-V/def2-TZVPD

```
! wB97M-V def2-TZVPD RIJCOSX def2/J DEFGRID3
* xyz 0 1
O 1.0472 1.3995 0.6304
C -0.1425 0.9762 0.0165
C 0.2024 0.0244 -1.1356
C 0.5065 -1.2401 -0.3278
O -0.4206 -1.2402 0.7674
C -1.0199 0.0502 0.8713
H 1.2294 0.8540 1.4031
H -0.6793 1.8779 -0.2867
H 1.0904 0.3815 -1.6584
H -0.6133 -0.0929 -1.8612
H 1.5135 -1.1651 0.0523
H 0.4151 -2.1858 -0.8669
H -2.0456 0.0125 0.4695
H -1.0832 0.3478 1.9263
*
```

Calculated values
HOMO = -9.78 eV

Molecular formula: C4H8O2
Method: DFT, wB97M-V/def2-TZVPD

```
! wB97M-V def2-TZVPD RIJCOSX def2/J DEFGRID3
* xyz 0 1
C -2.1360 0.0067 -0.3947
C 0.1188 -0.5399 -0.5314
C 1.4127 -0.3106 0.1690
C 1.6966 0.9054 0.9185
H -2.1941 -0.0479 -1.5042
H -2.4742 -0.9519 0.0393
H -2.8119 0.8081 -0.0689
H 0.1883 -0.3889 -1.6124
H -0.1861 -1.5886 -0.3785
H 2.2330 -0.8993 -0.2673
H 0.9543 1.6833 0.9401
H 2.7057 1.2539 1.0805
O -0.8419 0.3451 0.0133
O 1.3350 -0.2753 1.5965
*
```

Calculated values
HOMO = -9.96 eV

Molecular formula: C4H8O2
Method: DFT, wB97M-V/def2-TZVPD

```
! wB97M-V def2-TZVPD RIJCOSX def2/J DEFGRID3
* xyz 0 1
C -0.7438 1.3322 1.6442
C -0.8800 1.3205 0.1453
O -1.5747 0.5341 -0.4559
C 1.3469 -0.6818 -0.9392
O 1.5012 0.1893 -1.7617
C 0.3982 -1.8387 -1.0674
H -1.2617 2.2140 2.0414
H -1.1940 0.4310 2.0686
H 0.3077 1.4165 1.9395
H -0.2964 2.0902 -0.3999
H 1.9188 -0.6531 0.0173
H -0.3752 -1.7336 -0.2944
H 0.9263 -2.7819 -0.8860
H -0.0732 -1.8387 -2.0518
*
```

Calculated values
HOMO = -9.89 eV

Molecular formula: C4H8O2P
Method: DFT, wB97M-V/def2-TZVPD

```
! wB97M-V def2-TZVPD RIJCOSX def2/J DEFGRID3
* xyz -1 1
C -0.0306 -1.0132 1.6046
C 0.8299 0.1282 0.9877
C 0.7228 0.2818 -0.6187
C -0.7720 0.2514 -1.0577
O -3.0821 -1.2467 -1.3091
O -1.2679 -1.9214 0.4908
P -1.6469 -1.5472 -1.0314
H 0.4059 -2.0297 1.7086
H 0.4469 1.0648 1.3090
H 1.8242 -0.0289 1.4552
H 1.2821 1.2245 -0.8111
H 1.2600 -0.5274 -1.2294
H -1.2857 0.9674 -0.2676
H -0.9418 0.4734 -2.0384
H -0.0427 -0.6763 2.6099
*
```

Calculated values
HOMO (alpha / beta) = -2.14 / -2.14 eV

For reference, ΔE to the lowest compared entry with this formula, charge and spin by record: 83.7, 27.2, 101.6, 122.4, 145.1, 13.0, 26.8, 144.0, 28.8, 73.0, 118.9, 75.4, 63.5, 110.5, 61.8, 117.0, 29.7, 60.2, 34.5, 84.9 kcal/mol.
For reference, energy by record: -8369.654, -8372.100, -8368.876, -8367.975, -8366.988, -8372.718, -8372.118, -8367.036, -8372.032, -8370.116, -8368.127, -8370.013, -8370.530, -8368.489, -8370.602, -8368.210, -8371.995, -8370.671, -8371.786, -17659.888 eV.